Below is a cluster of 5 separate species, C17H37ClO5PS in total, with properties calculated with ωB97M-V/def2-TZVPD.

Output
- HOMO energy (eV) = -11.54
- ΔE to the lowest compared entry with this formula, charge and spin (kJ/mol) = 0.0

Structure (ORCA input):
```
! RIJCOSX wB97M-V def2-TZVPD def2/J DEFGRID3
* xyz 1 1
C 2.954 1.239 -0.629
C 3.284 1.150 -2.126
C 3.610 2.543 -2.696
C 2.186 0.506 -2.988
C 1.533 -0.747 -2.393
S -0.046 -0.429 -1.525
P -1.068 1.236 -2.628
O -0.391 2.313 -1.638
Cl -2.854 0.845 -1.726
H 3.854 1.105 -0.027
H 2.249 0.493 -0.261
H 2.546 2.218 -0.374
H 4.173 0.541 -2.266
H 3.058 3.324 -2.168
H 3.347 2.620 -3.754
H 4.671 2.774 -2.612
H 1.460 1.272 -3.276
H 2.630 0.163 -3.924
H 1.359 -1.519 -3.137
H 2.156 -1.169 -1.605
H -0.810 -1.422 -2.016
H -0.436 3.219 -1.966
C -0.818 -1.290 3.214
C -0.297 -0.405 2.124
O 0.843 -0.457 1.712
C -1.289 0.558 1.510
H -0.031 -1.945 3.580
H -1.199 -0.679 4.033
H -1.662 -1.875 2.848
H -1.726 1.216 2.263
H -2.110 -0.013 1.070
H -0.791 1.163 0.758
C 6.677 -2.888 -2.987
C 5.643 -2.325 -2.050
O 4.678 -1.713 -2.461
C 5.864 -2.552 -0.578
H 6.414 -2.662 -4.017
H 7.657 -2.469 -2.755
H 6.750 -3.969 -2.853
H 6.821 -2.122 -0.275
H 5.913 -3.622 -0.369
H 5.061 -2.101 0.000
C -5.515 -3.778 3.856
C -4.842 -2.908 2.828
O -4.000 -2.093 3.136
C -5.273 -3.102 1.395
H -5.129 -3.551 4.846
H -6.594 -3.614 3.835
H -5.344 -4.831 3.625
H -6.344 -2.917 1.299
H -5.094 -4.133 1.087
H -4.726 -2.421 0.746
C -4.541 3.369 2.265
C -4.345 4.581 1.386
O -5.177 5.447 1.291
C -3.040 4.652 0.620
H -5.507 3.424 2.760
H -4.487 2.456 1.667
H -3.749 3.317 3.015
H -2.950 3.780 -0.033
H -2.196 4.635 1.313
H -3.010 5.564 0.029
*
```

Below is a structure of composition C17H37CuN2O3Sb, with properties calculated with ωB97M-V/def2-TZVPD.

Output
- HOMO energy (eV) = -10.84

Structure (ORCA input):
```
! RIJCOSX wB97M-V def2-TZVPD def2/J DEFGRID3
* xyz 1 1
Cu -0.323 -0.259 -0.193
C 1.158 4.307 -0.866
N 1.768 3.376 0.078
C 2.894 3.875 0.856
C 1.310 2.124 0.174
O 0.335 1.719 -0.466
C 2.060 1.214 1.149
O 1.593 -0.119 1.127
C 2.476 -1.103 0.622
C 2.132 -1.522 -0.809
O 1.079 -1.149 -1.340
N 3.009 -2.307 -1.445
C 2.690 -2.805 -2.781
C 4.138 -2.960 -0.801
H 0.693 5.138 -0.335
H 0.402 3.784 -1.442
H 1.921 4.698 -1.540
H 2.892 4.960 0.807
H 3.853 3.525 0.466
H 2.816 3.596 1.906
H 1.895 1.594 2.160
H 3.130 1.262 0.933
H 2.373 -1.978 1.267
H 3.508 -0.752 0.673
H 1.897 -2.203 -3.210
H 2.362 -3.845 -2.729
H 3.576 -2.743 -3.410
H 4.506 -2.401 0.054
H 4.950 -3.054 -1.519
H 3.863 -3.966 -0.470
C -5.510 -1.983 0.911
C -4.052 -2.361 0.691
C -3.570 -3.386 1.714
Sb -2.631 -0.685 0.670
C -2.625 0.073 2.729
C -3.990 0.245 3.385
C -1.810 1.362 2.752
C -3.537 0.868 -0.584
C -4.882 1.447 -0.165
C -3.578 0.318 -2.009
H -6.118 -2.891 0.901
H -5.889 -1.333 0.126
H -5.667 -1.496 1.872
H -3.942 -2.780 -0.313
H -3.621 -2.983 2.729
H -2.544 -3.702 1.519
H -4.207 -4.272 1.679
H -2.069 -0.704 3.261
H -4.638 0.901 2.803
H -3.872 0.693 4.376
H -4.492 -0.712 3.518
H -2.369 2.188 2.307
H -0.872 1.248 2.201
H -1.567 1.636 3.782
H -2.777 1.654 -0.534
H -5.682 0.718 -0.274
H -5.129 2.297 -0.807
H -4.877 1.803 0.865
H -4.327 -0.473 -2.101
H -2.610 -0.090 -2.311
H -3.846 1.109 -2.713
*
```

Below is a structure of composition C17H37IN2OS5Tl, with properties calculated with ωB97M-V/def2-TZVPD.

Output
- HOMO energy (eV) = -16.54
- ΔE to the lowest compared entry with this formula, charge and spin (kJ/mol) = 23.3

Structure (ORCA input):
```
! RIJCOSX wB97M-V def2-TZVPD def2/J DEFGRID3
* xyz 3 1
Tl -0.145 -0.405 1.239
C -0.149 0.159 4.956
C 0.697 1.239 4.277
S 1.763 0.430 3.077
C 2.470 1.584 1.847
C 3.240 0.695 0.889
S 2.304 -0.684 0.135
C 2.871 -2.056 1.260
C 2.085 -3.360 1.088
S 0.243 -3.262 1.350
C 0.063 -3.629 3.155
C 0.213 -2.490 4.165
S -0.966 -1.137 3.932
H -0.962 0.649 5.499
H 0.471 -0.385 5.699
H 1.322 1.732 5.025
H 0.073 1.983 3.741
H 3.145 2.326 2.327
H 1.662 2.120 1.365
H 4.101 0.240 1.379
H 3.593 1.328 0.099
H 2.705 -1.692 2.281
H 3.930 -2.293 1.115
H 2.446 -4.168 1.704
H 2.081 -3.732 0.061
H 0.736 -4.410 3.382
H -0.911 -4.103 3.212
H 1.253 -2.095 4.238
H -0.005 -2.917 5.197
I -3.285 -2.229 0.288
C -2.145 -0.497 0.594
H -2.498 0.092 1.452
H -2.238 0.157 -0.245
N -0.482 -2.574 -5.599
C -1.417 -2.986 -4.548
C -0.822 -2.620 -3.180
N -0.374 -1.219 -3.098
C 0.441 -0.782 -4.233
C -0.135 -1.134 -5.582
H -0.809 -2.848 -6.521
H 0.404 -3.064 -5.399
H -1.612 -4.081 -4.615
H -2.379 -2.533 -4.780
H 0.021 -3.341 -2.971
H -1.583 -2.790 -2.380
H -1.160 -0.625 -2.978
H 1.420 -1.231 -4.126
H 0.559 0.324 -4.142
H 0.606 -0.981 -6.345
H -1.045 -0.550 -5.795
O -0.306 2.043 0.051
S -0.510 3.533 0.255
C -2.183 3.881 0.724
C -2.337 5.362 0.310
C -1.354 5.654 -0.863
C -0.761 4.335 -1.351
H -2.300 3.681 1.777
H -2.866 3.178 0.269
H -2.161 6.007 1.147
H -3.371 5.483 0.024
H -0.581 6.327 -0.469
H -1.859 6.214 -1.649
H 0.178 4.439 -1.782
H -1.385 3.709 -1.931
*
```

Below is a cluster of 3 separate species, C17H37N6O4 in total, with properties calculated with ωB97M-V/def2-TZVPD.

Output
- HOMO energy (eV) = -1.78

Structure (ORCA input):
```
! RIJCOSX wB97M-V def2-TZVPD def2/J DEFGRID3
* xyz -1 1
C 4.499 -1.495 1.564
C 3.920 -0.229 2.138
C 3.697 1.142 1.205
O 4.088 2.287 1.769
O 3.150 0.964 -0.147
C 2.346 2.112 -0.590
C 0.761 2.058 -0.146
C 0.485 2.321 1.448
C -0.548 3.612 1.707
C -2.014 3.144 2.307
C -3.203 3.053 1.158
N -2.869 1.972 0.151
C -3.986 0.964 -0.003
C -3.762 -0.449 0.804
N -3.451 -1.594 -0.162
N -5.039 -0.729 1.575
N -2.585 -0.384 1.784
H 4.977 -1.484 0.472
H 4.536 -2.506 2.152
H 3.681 -0.259 3.300
H 2.346 2.074 -1.783
H 2.774 3.163 -0.306
H 0.235 2.959 -0.726
H 0.238 1.079 -0.559
H -0.098 1.360 1.848
H 1.445 2.550 2.084
H -0.639 4.309 0.759
H -0.055 4.292 2.553
H -2.366 3.918 3.145
H -1.934 2.069 2.796
H -3.322 4.125 0.672
H -4.211 2.843 1.761
H -4.028 0.683 -1.160
H -5.047 1.425 0.257
H -4.308 -1.762 -0.747
H -2.621 -1.335 -0.746
H -4.843 -1.611 2.111
H -5.150 0.049 2.284
H -2.964 -0.180 2.743
H -2.208 -1.375 1.858
C -5.096 -5.526 -2.536
O -5.611 -4.439 -2.766
N -4.507 -5.896 -1.345
C -3.919 -7.205 -1.151
C -4.476 -4.946 -0.252
H -5.065 -6.322 -3.298
H -4.431 -7.704 -0.324
H -2.859 -7.084 -0.908
H -4.013 -7.816 -2.052
H -5.502 -4.667 0.007
H -3.938 -4.050 -0.574
H -3.981 -5.379 0.622
C 8.243 2.027 -1.796
O 9.202 2.023 -2.557
N 6.922 2.145 -2.174
C 5.842 2.141 -1.210
C 6.603 2.277 -3.581
H 8.372 1.933 -0.705
H 5.173 1.304 -1.431
H 5.292 3.083 -1.291
H 6.224 2.035 -0.191
H 6.980 1.400 -4.115
H 7.098 3.169 -3.976
H 5.523 2.360 -3.726
*
```

Asked for electronic energy across the records above, the calculation gives -2245.6581 -2885.7043 -3314.8358 -1299.1535 hartree in order.